16
Properties=species:S:1:pos:R:3 method="wB97M-V/def2-TZVPD" gap_ha="0.2920 / 0.2917" energy_ev=-17573.0219 fmax_ev_per_a=4.7 homo_ev="-13.05 / -13.04" relative_energy_kcal_mol=68.00 charge=+1
C -0.33 -0.81 1.08
C -0.62 0.37 0.55
C 0.82 -0.63 -0.80
C -3.15 3.52 0.43
C 1.65 -1.09 -1.97
N 0.53 -1.45 0.25
N 0.09 0.50 -0.61
P -2.59 2.26 1.39
H -0.79 -1.34 1.85
H -3.90 4.07 0.84
H -2.71 4.13 -0.40
H 2.12 -0.29 -2.40
H 2.20 -1.91 -1.56
H 0.97 -1.61 -2.60
H 1.03 -2.28 0.44
H 0.25 1.23 -1.35

16
Properties=species:S:1:pos:R:3 method="wB97M-V/def2-TZVPD" gap_ha="0.2247 / 0.2275" energy_ev=-19124.8900 fmax_ev_per_a=3.8 homo_ev="-8.26 / -8.35" relative_energy_kcal_mol=127.56
C -0.90 -1.24 -0.14
C -1.57 -0.10 -0.29
C 0.52 0.42 0.19
C 1.41 -1.81 0.39
C -1.02 2.35 -0.04
N 0.42 -0.89 0.13
N -0.72 0.94 0.04
S 3.96 -0.03 -0.78
H -1.22 -2.24 -0.35
H -2.59 0.26 -0.63
H 1.14 -2.21 1.38
H 1.49 -2.49 -0.47
H 2.43 -1.34 0.59
H -0.47 2.90 -0.84
H -2.18 2.53 -0.09
H -0.72 2.94 0.90

16
Properties=species:S:1:pos:R:3 method="wB97M-V/def2-TZVPD" gap_ha=0.2972 energy_ev=-19126.8814 fmax_ev_per_a=4.2 smiles="C=C(C#N)NC.C=S" homo_ev=-8.63 relative_energy_kcal_mol=81.63
C 0.57 -1.67 -0.26
C 2.84 0.43 0.86
C -1.25 -0.85 1.08
C -0.60 -0.79 -0.05
C -1.65 1.20 -0.90
N 1.39 -2.42 -0.53
N -0.80 0.06 -1.05
S 2.52 0.88 -0.66
H 2.36 0.98 1.57
H 3.60 -0.20 1.23
H -2.08 -0.16 1.15
H -1.26 -1.72 1.90
H -1.06 1.91 -0.33
H -1.89 1.39 -1.91
H -2.57 0.81 -0.32
H -0.10 0.15 -1.79

16
Properties=species:S:1:pos:R:3 method="wB97M-V/def2-TZVPD" gap_ha=0.3190 energy_ev=-19126.7365 fmax_ev_per_a=5.1 smiles="S=CN1[C@@H]2CNC[C@@H]21" homo_ev=-8.92 relative_energy_kcal_mol=84.97
C 1.18 1.99 0.34
C -0.14 0.13 0.91
C -0.04 -1.33 0.75
C -0.92 -0.61 -1.23
C -0.55 0.52 -0.43
H 0.12 2.45 0.67
H -0.32 0.68 1.84
H 0.84 -1.72 1.29
H -0.93 -1.95 1.19
H 0.78 -1.83 -1.13
H -0.45 -0.58 -2.25
H -2.03 -0.77 -1.17
H -1.08 1.43 -0.40
N 0.89 0.63 -0.09
N -0.08 -1.73 -0.62
S 2.72 2.68 0.33

16
Properties=species:S:1:pos:R:3 method="wB97M-V/def2-TZVPD" gap_ha=0.3675 energy_ev=-19126.6322 fmax_ev_per_a=5.1 smiles=N#CC1(CS)CNC1 homo_ev=-9.37 relative_energy_kcal_mol=87.38
C -0.59 -0.47 0.80
C 0.47 0.29 0.17
C 1.85 -0.17 0.94
C 1.11 -0.28 -1.15
C -0.04 1.61 -0.08
H -2.18 0.49 -0.68
H -0.16 -1.53 0.94
H -0.95 0.20 1.69
H 2.71 0.57 0.76
H 1.50 -0.61 2.01
H 2.94 -1.23 -0.71
H 0.47 -0.73 -1.90
H 1.70 0.64 -1.64
N 1.96 -1.27 -0.28
N -0.37 2.74 -0.08
S -2.12 -0.87 -0.12

16
Properties=species:S:1:pos:R:3 method="wB97M-V/def2-TZVPD" gap_ha=0.3394 energy_ev=-19124.2957 fmax_ev_per_a=8.9 homo_ev=-8.56 relative_energy_kcal_mol=141.26
C 0.95 0.28 -0.07
C -1.32 1.15 -0.23
C -2.65 1.05 0.07
C -3.29 -0.18 0.39
C -3.09 -1.42 -0.03
H 3.98 -0.86 1.22
H 1.09 1.51 0.00
H -0.63 -0.94 -0.05
H -0.72 2.26 -0.11
H -3.03 2.07 0.41
H -4.03 -0.05 1.30
H -2.58 -1.17 -1.31
H -3.45 -2.44 0.28
N 1.79 -0.69 -0.13
N -0.44 -0.11 -0.47
S 3.52 0.00 0.11

16
Properties=species:S:1:pos:R:3 method="wB97M-V/def2-TZVPD" gap_ha=0.2090 energy_ev=-19124.7076 fmax_ev_per_a=3.9 homo_ev=-6.45 relative_energy_kcal_mol=131.76
C -0.26 -0.64 -0.77
C -0.18 0.00 0.42
C 0.69 2.55 0.37
C 0.37 -2.40 -2.41
C -1.03 -0.72 1.49
N 0.24 -1.42 -1.62
N 0.19 1.16 0.97
S 0.51 2.47 -1.40
H 0.13 3.37 0.88
H 1.75 2.46 0.58
H 0.91 -2.22 -3.38
H 0.35 -3.43 -2.24
H -0.94 -1.78 1.22
H -0.51 -0.47 2.39
H -2.06 -0.25 1.65
H -0.17 1.30 1.86

19
Properties=species:S:1:pos:R:3 method="wB97M-V/def2-TZVPD" gap_ha=0.2747 energy_ev=-51633.7442 fmax_ev_per_a=4.4 homo_ev=-8.41 relative_energy_kcal_mol=18.56
C 1.53 0.27 -1.08
C -2.11 -1.88 0.09
C -1.03 -1.31 -0.56
C -0.14 1.63 1.76
C 0.36 -1.53 0.08
N 2.02 1.53 -1.12
N 0.98 -0.24 0.05
S 1.43 -0.61 -2.48
S 1.21 0.56 1.63
S -0.62 2.17 3.18
S -0.78 2.26 0.24
H -3.14 -1.76 -0.10
H -1.80 -2.31 1.02
H -1.07 -0.75 -1.50
H 1.00 -2.25 -0.43
H 0.15 -2.02 1.16
H 2.39 1.80 -2.05
H 1.68 2.20 -0.47
H -2.04 2.24 0.59

16
Properties=species:S:1:pos:R:3 method="wB97M-V/def2-TZVPD" gap_ha=0.3299 energy_ev=-9774.3099 fmax_ev_per_a=9.1 homo_ev=-14.29 relative_energy_kcal_mol=97.60 charge=+1
C -3.02 0.51 -0.42
C 0.32 -1.81 0.33
C -0.28 -0.07 -1.02
C 0.43 0.46 0.18
C 1.55 1.50 0.00
N -3.07 0.26 0.77
N 0.73 -0.78 0.97
N -0.05 -1.39 -0.87
H 0.46 -2.90 0.56
H -3.02 0.55 -1.44
H -0.41 0.91 0.70
H 2.48 1.16 -0.72
H 2.14 1.79 0.92
H 1.22 2.50 -0.35
H 1.06 -0.70 1.94
H -0.54 -2.01 -1.55

17
Properties=species:S:1:pos:R:3 method="wB97M-V/def2-TZVPD" gap_ha="0.1927 / 0.2786" multiplicity=3 energy_ev=-11818.0178 fmax_ev_per_a=7.4 s2=2.0205 homo_ev="-9.98 / -15.43" relative_energy_kcal_mol=89.20 charge=+1
C 2.96 -1.95 0.11
C 1.12 0.30 -1.38
C -1.23 0.42 1.67
C -1.81 0.65 -0.83
C -0.82 0.45 0.26
N 2.55 -1.38 -0.79
N 2.09 -0.55 -1.57
N 0.42 0.10 -0.03
O 0.78 1.22 -2.03
H 3.24 -2.45 1.06
H -1.64 1.35 1.88
H -1.91 -0.45 1.87
H -0.45 0.40 2.48
H -2.76 1.04 -0.51
H -1.98 -0.39 -1.44
H -1.49 1.42 -1.50
H 0.95 -0.16 0.76

Repeat the ninth record exactly.
16
Properties=species:S:1:pos:R:3 method="wB97M-V/def2-TZVPD" gap_ha=0.3299 energy_ev=-9774.3099 fmax_ev_per_a=9.1 homo_ev=-14.29 relative_energy_kcal_mol=97.60 charge=+1
C -3.02 0.51 -0.42
C 0.32 -1.81 0.33
C -0.28 -0.07 -1.02
C 0.43 0.46 0.18
C 1.55 1.50 0.00
N -3.07 0.26 0.77
N 0.73 -0.78 0.97
N -0.05 -1.39 -0.87
H 0.46 -2.90 0.56
H -3.02 0.55 -1.44
H -0.41 0.91 0.70
H 2.48 1.16 -0.72
H 2.14 1.79 0.92
H 1.22 2.50 -0.35
H 1.06 -0.70 1.94
H -0.54 -2.01 -1.55